(1)
DFT (ωB97M-V with the def2-TZVPD basis set) results for an isolated ion of composition C4H7OS and charge +1 at a distorted geometry.

## Properties
* ΔE to the lowest compared entry with this formula, charge and spin: 256.97 kJ/mol
* E: -17131.2650 eV
* total charge: +1
* strongest force on any atom: 0.118 Eh/bohr
* LUMO energy (alpha / beta): -7.248 / -7.250 eV

Each line ends with the Mulliken charge.
CARTESIAN COORDINATES (ANGSTROEM)
C 0.94 -0.75 0.16  -0.64
H -2.46 -0.84 -0.20  0.43
H 0.81 -1.31 1.07  0.34
C -1.57 -0.29 0.04  -0.35
H -0.40 -1.83 -1.28  0.39
H -0.11 0.01 -1.68  0.31
H 1.70 2.42 0.68  0.19
C -0.30 -0.77 -0.80  -0.36
S 1.64 1.75 -0.45  -0.01
C -1.54 0.71 0.82  0.04
H 1.69 -1.18 -0.34  0.43
H -1.61 1.53 1.37  0.51
O 1.21 0.55 0.62  -0.29

(2)
DFT (ωB97M-V with the def2-TZVPD basis set) results for a 2-piece molecular cluster, C5H8O2 overall at a distorted geometry.

## Properties
* ΔE to the lowest compared entry with this formula, charge and spin: 278.18 kJ/mol
* E: -9406.9491 eV
* strongest force on any atom: 0.051 Eh/bohr
* LUMO energy: 0.950 eV

Each line ends with the Mulliken charge.
CARTESIAN COORDINATES (ANGSTROEM)
C -0.59 -0.24 -0.62  -0.19
H -0.83 -1.33 -2.56  0.30
H -1.56 0.24 -0.76  0.30
H 0.62 -1.84 -1.57  0.35
C 0.20 0.02 0.41  -0.16
H -0.64 0.94 3.34  0.30
O -0.52 0.30 2.63  -0.52
O 1.42 1.65 -2.23  -0.24
H 0.67 1.69 1.64  0.30
C -0.35 -1.34 -1.57  -1.06
H -1.01 1.62 1.08  0.26
H 1.09 -0.58 0.60  0.41
C -0.17 1.01 1.45  -0.49
C 1.46 0.61 -1.77  0.18
H -1.02 -1.79 -0.75  0.27

(3)
DFT (ωB97M-V with the def2-TZVPD basis set) results for C37H45I2IrN5OS as an isolated structure.

## Properties
* ΔE to the lowest compared entry with this formula, charge and spin: 26.07 kJ/mol
* multiplicity: 5
* E: -78464.3968 eV
* total charge: +1
* strongest force on any atom: 0.014 Eh/bohr
* LUMO energy (alpha / beta): -2.243 / -4.454 eV

Each line ends with the Mulliken charge.
CARTESIAN COORDINATES (ANGSTROEM)
H 5.10 0.89 4.38  0.38
H 0.97 4.28 1.42  0.40
C -5.55 -1.05 1.74  -1.83
H 1.29 -3.50 2.40  0.59
C 5.83 -0.44 0.00  -0.65
C -3.26 3.09 2.59  -0.69
C 3.64 0.00 0.91  0.66
C -0.39 -2.34 1.74  1.31
H -5.89 -2.07 1.54  0.34
C -1.15 -3.67 1.54  -1.62
C 0.46 -3.88 -3.51  1.58
H 1.69 -1.81 2.05  0.02
H 1.18 -5.90 -3.30  0.48
H -3.73 2.30 -1.92  0.32
Ir 0.84 -0.19 -0.38  2.64
C -3.12 -1.24 1.20  -0.65
H -1.34 0.03 -1.41  0.74
H 6.91 -0.49 0.11  0.20
C -4.36 -0.73 0.88  0.06
C -4.50 0.08 -0.25  -0.49
C 1.55 7.13 -0.33  -0.42
H 5.82 -1.03 -2.05  0.42
C 4.70 0.67 3.40  -0.10
H -0.06 5.24 -2.64  0.43
H -1.19 -4.22 2.48  0.43
O 1.47 0.52 1.73  -0.73
H 3.33 -0.95 -2.21  0.51
N 0.87 1.97 -0.60  -0.58
C 1.45 -4.91 -2.95  -1.71
H 0.37 -1.84 -3.63  0.31
C 5.05 -0.05 1.11  0.58
H -4.25 4.64 1.47  0.43
C -1.97 -0.97 0.41  1.11
C 2.74 0.43 1.94  -1.16
H 2.00 8.10 -0.21  0.40
C 3.84 -0.70 -1.29  -0.12
C 1.10 -2.67 1.71  -1.43
C 0.98 4.97 0.58  -0.31
H -1.54 -3.21 -2.94  0.30
H -2.63 4.57 -0.40  0.48
N -0.71 -1.39 0.66  0.73
C -3.40 0.37 -1.07  0.15
C -3.58 1.28 -2.26  -2.00
C -1.45 3.03 0.52  0.56
I 2.00 1.43 4.66  -0.02
H -1.49 -4.84 -3.60  0.47
H -2.71 1.26 -2.91  0.34
C -2.18 -0.16 -0.75  -0.92
H -0.95 -4.56 -1.95  0.31
C -2.51 3.91 0.46  -0.91
H -0.28 -3.27 -5.46  0.42
H -4.46 0.99 -2.84  0.53
C 3.33 0.76 3.17  -0.43
H 2.01 6.50 1.67  0.42
N 3.08 -0.35 -0.28  -0.10
H -3.97 3.11 3.40  0.45
N 0.93 -2.24 -1.77  0.00
C -1.26 2.18 1.60  0.70
H 2.46 -4.67 -3.30  0.39
H 1.45 -3.67 -5.41  0.42
H 0.96 7.48 -2.37  0.41
H 1.76 -2.68 -1.38  0.21
H -2.16 -3.53 1.17  0.39
C 0.46 -3.94 -5.03  -1.78
H -0.19 -2.30 3.89  0.51
C -0.96 -4.14 -2.96  -1.57
N 0.95 -2.52 -3.16  -0.64
H -2.03 1.59 3.51  0.52
C -2.17 2.22 2.64  -0.58
C 0.41 4.64 -0.63  0.52
H -0.40 1.51 1.65  0.13
C -3.42 3.94 1.50  -0.73
H -5.31 -0.99 2.80  0.39
C -0.66 -1.70 3.11  -1.23
C 0.97 6.78 -1.54  -0.67
C 1.56 6.22 0.73  -0.81
H 1.45 -2.96 0.72  0.11
H 1.41 2.26 0.22  0.18
H 0.13 -2.69 -1.32  -0.03
H 1.44 -4.94 -1.86  0.26
H 0.23 -4.96 -5.36  0.43
I 7.62 0.21 2.79  0.07
S -0.31 3.01 -0.89  0.08
C 0.39 5.53 -1.70  -0.21
H -0.21 -0.70 3.13  -0.06
C 5.24 -0.75 -1.19  -1.20
H -1.72 -1.60 3.35  0.39
C 5.55 0.28 2.39  -0.19
H -6.38 -0.37 1.53  0.42
H -3.04 -1.84 2.09  0.68
H -5.47 0.50 -0.49  0.43
H -0.62 -4.30 0.82  0.36

(4)
DFT (ωB97M-V with the def2-TZVPD basis set) results for one molecule with the formula C6H5N at a distorted geometry.

## Properties
* ΔE to the lowest compared entry with this formula, charge and spin: 694.60 kJ/mol
* E: -7784.5957 eV
* strongest force on any atom: 0.084 Eh/bohr
* LUMO energy: -1.998 eV

Each line ends with the Mulliken charge.
CARTESIAN COORDINATES (ANGSTROEM)
N -1.10 0.77 -0.06  -0.20
C -1.67 -1.62 0.02  -0.73
H 2.04 1.64 -0.06  0.35
C -0.07 1.52 -0.28  0.15
H 1.26 0.80 1.31  0.30
C 1.23 1.00 0.25  -0.69
C -1.28 -0.41 0.04  0.67
H -2.43 -1.83 -0.80  0.21
H -0.11 2.46 -0.92  0.33
H -1.29 -2.43 0.70  0.28
C 1.93 -1.50 -0.21  -0.41
C 1.51 -0.40 0.02  -0.25

(5)
DFT (ωB97M-V with the def2-TZVPD basis set) results for a 2-piece molecular cluster, C4H12NOS overall at a distorted geometry.

## Properties
* ΔE to the lowest compared entry with this formula, charge and spin: 115.14 kJ/mol
* multiplicity: 2
* E: -18713.0474 eV
* strongest force on any atom: 0.054 Eh/bohr
* LUMO energy (alpha / beta): 0.844 / -2.152 eV

Each line ends with the Mulliken charge.
CARTESIAN COORDINATES (ANGSTROEM)
H -1.40 -0.07 0.58  0.37
C 0.46 -1.12 -0.90  -0.49
C -0.44 0.24 0.97  -0.58
H 1.12 -1.12 -1.73  0.35
N 0.39 0.26 -0.28  -0.43
H -0.04 0.84 -0.99  0.27
H -1.13 -1.36 -2.42  0.26
O 2.94 0.98 -0.02  -0.68
H 2.27 1.50 -0.47  0.32
H -1.00 -2.76 -1.32  0.35
H 0.80 -1.76 -0.07  0.32
H -1.71 -1.39 -0.63  0.33
H -0.11 -0.58 1.64  0.35
S -2.39 1.86 2.12  -0.10
C -0.60 1.64 1.56  -0.62
H 2.26 0.32 0.38  0.38
C -0.92 -1.68 -1.36  -0.99
H 0.11 1.92 2.30  0.36
H -0.62 2.27 0.64  0.24

(6)
DFT (ωB97M-V with the def2-TZVPD basis set) results for one molecule with the formula C6H12O3S2 at a distorted geometry.

## Properties
* ΔE to the lowest compared entry with this formula, charge and spin: 0.00 kJ/mol
* multiplicity: 3
* E: -34224.0983 eV
* strongest force on any atom: 0.095 Eh/bohr
* LUMO energy (alpha / beta): 0.518 / -2.408 eV

Each line ends with the Mulliken charge.
CARTESIAN COORDINATES (ANGSTROEM)
H -3.27 -0.21 -1.41  0.24
C -3.45 0.07 0.92  -1.03
S 4.02 0.37 0.55  0.03
H -3.81 -0.87 0.75  0.34
C 0.28 -2.01 0.21  -0.69
H -2.58 0.08 1.52  0.29
C -0.65 1.21 -0.21  0.70
H 0.42 -2.26 1.35  0.28
H -3.11 1.45 -0.65  0.44
H 2.75 1.36 -1.28  0.27
H 2.30 -1.03 1.68  0.45
H -0.74 -1.64 0.05  0.15
H -4.23 0.80 1.28  0.31
S 1.59 -1.00 -0.44  0.09
C -2.99 0.45 -0.52  -0.38
O -1.58 0.22 -0.59  -0.41
C 3.81 1.23 -1.07  -0.78
H 0.44 -3.07 -0.13  0.36
O -1.05 2.27 0.21  -0.60
C 2.67 -0.66 0.77  -0.25
O 0.53 0.83 -0.32  -0.45
H 4.06 0.45 -1.78  0.31
H 4.57 1.95 -0.89  0.34